{"formula": "C31H52I2N2O5RuS2Si", "method": "ωB97M-V/def2-TZVPD", "symbols": ["Ru", "I", "C", "C", "C", "I", "C", "O", "C", "C", "N", "C", "C", "C", "C", "C", "C", "N", "C", "H", "H", "H", "H", "H", "H", "H", "H", "H", "H", "H", "C", "C", "C", "C", "O", "Si", "S", "O", "C", "C", "C", "C", "O", "C", "C", "C", "C", "H", "H", "H", "H", "H", "H", "H", "H", "H", "H", "H", "H", "H", "H", "H", "H", "H", "H", "H", "H", "H", "H", "H", "H", "H", "H", "H", "C", "C", "C", "S", "O", "C", "C", "C", "H", "H", "H", "H", "H", "H", "H", "H", "H", "H", "H", "H", "H", "H"], "coordinates": [[0.484, -0.773, 1.914], [-5.062, -1.658, 6.605], [-3.410, -1.913, 5.370], [-3.522, -2.672, 4.212], [-2.418, -2.815, 3.390], [-2.612, -3.840, 1.592], [-1.174, -2.241, 3.705], [-0.115, -2.448, 2.891], [-1.096, -1.448, 4.859], [0.151, -0.695, 5.273], [1.165, -0.602, 4.218], [2.152, 0.441, 4.419], [3.099, 0.471, 3.245], [4.293, 1.170, 3.308], [5.148, 1.143, 2.223], [4.795, 0.403, 1.102], [3.586, -0.256, 1.102], [2.745, -0.218, 2.152], [-2.212, -1.305, 5.683], [-4.462, -3.137, 3.946], [0.579, -1.139, 6.176], [-0.138, 0.323, 5.538], [1.625, -1.499, 4.136], [2.731, 0.307, 5.338], [1.636, 1.400, 4.501], [4.546, 1.716, 4.209], [6.086, 1.682, 2.253], [5.443, 0.339, 0.238], [3.250, -0.830, 0.247], [-2.133, -0.696, 6.578], [-1.050, -3.104, -4.737], [0.377, -3.170, -4.221], [1.330, -2.455, -5.166], [0.810, -4.605, -3.988], [0.401, -2.541, -2.909], [0.710, -1.053, -2.387], [0.565, -1.355, -0.236], [-0.293, 0.111, -2.881], [-1.671, 0.507, -2.676], [-1.637, 1.709, -1.744], [-2.486, -0.635, -2.081], [-2.208, 0.901, -4.040], [2.235, -0.608, -2.702], [2.886, 0.682, -2.833], [2.474, 1.310, -4.157], [2.519, 1.579, -1.657], [4.373, 0.376, -2.822], [-1.130, -3.627, -5.693], [-1.358, -2.066, -4.890], [-1.735, -3.576, -4.028], [1.344, -2.966, -6.131], [2.343, -2.443, -4.760], [1.010, -1.421, -5.337], [0.756, -5.174, -4.919], [0.159, -5.079, -3.251], [1.836, -4.638, -3.618], [-1.223, 1.424, -0.771], [-2.645, 2.104, -1.601], [-1.015, 2.498, -2.173], [-2.152, -0.885, -1.070], [-2.405, -1.531, -2.702], [-3.540, -0.350, -2.034], [-1.601, 1.699, -4.471], [-3.240, 1.252, -3.958], [-2.189, 0.046, -4.719], [1.397, 1.493, -4.178], [2.737, 0.650, -4.986], [2.992, 2.262, -4.299], [1.446, 1.780, -1.640], [3.046, 2.533, -1.737], [2.801, 1.106, -0.710], [4.634, -0.273, -3.659], [4.645, -0.134, -1.894], [4.954, 1.298, -2.900], [0.309, 3.675, 0.468], [-0.702, 4.176, 1.499], [-1.883, 3.223, 1.717], [-1.521, 1.976, 2.945], [-0.398, 1.144, 2.323], [-3.020, 0.978, 2.917], [-3.334, 0.205, 1.634], [-4.399, 0.860, 0.759], [1.178, 4.335, 0.429], [-0.137, 3.654, -0.530], [0.655, 2.667, 0.698], [-1.116, 5.129, 1.168], [-0.211, 4.381, 2.456], [-2.165, 2.714, 0.793], [-2.756, 3.740, 2.123], [-3.817, 1.685, 3.172], [-2.886, 0.312, 3.772], [-3.689, -0.780, 1.936], [-2.425, 0.022, 1.066], [-5.340, 0.953, 1.307], [-4.592, 0.251, -0.126], [-4.114, 1.856, 0.418]], "gap_ev": [7.88, 6.61], "e_above_lowest_kj_mol": 30.8, "s_squared": 8.77, "largest_force_ha_per_bohr": 0.01626, "energy_ha": -3474.23359, "total_charge": 1, "homo_energy_ev": [-10.162, -10.522], "mol_weight_g_mol": 979.9, "multiplicity": 6}